Record 1
C36H40O3P2PbS as an isolated structure. Source: the OMol25 dataset; level of theory: ωB97M-V/def2-TZVPD.

Cartesian coordinates (Å):
Pb: -3.0612 2.0415 1.3307
C: 0.2724 6.1055 2.1326
C: 1.0972 5.3970 1.3290
C: 2.2982 4.5622 1.6972
C: 1.8482 3.1543 2.2010
C: 1.3682 3.1231 3.6213
C: 0.9839 4.1751 4.3554
C: 1.5387 5.5819 4.3459
C: 0.6803 6.5592 3.5114
C: -3.6876 1.2720 3.3185
H: -0.5904 6.6506 1.7346
H: 0.6841 5.2188 0.3125
H: 2.9618 5.0841 2.4030
H: 2.8156 4.3823 0.7405
H: 1.0412 2.7836 1.5415
H: 2.6691 2.4352 2.0874
H: 1.3160 2.1090 4.0458
H: 0.1794 3.9936 5.0797
H: 2.5964 5.6662 4.0771
H: 1.5165 5.9517 5.3790
H: -0.2047 6.7934 4.1061
H: 1.2211 7.5090 3.4244
H: -4.4601 1.9533 3.6729
H: -2.8202 1.2917 3.9631
H: -4.1086 0.2692 3.1601
P: -0.4874 -1.9670 -3.1420
P: -0.1287 -4.0660 -0.6525
C: 1.1278 -2.4702 -2.5330
C: 1.2662 -3.4636 -1.6105
C: -0.3308 -2.3545 -4.9477
C: 0.9280 -2.5095 -5.5440
C: 1.0361 -2.8090 -6.9058
C: -0.1076 -3.0235 -7.6793
C: -1.3682 -2.9690 -7.0650
C: -1.4880 -2.6389 -5.7112
C: -0.2362 -0.1383 -2.9235
C: -0.1765 0.3323 -1.5980
C: -0.0525 1.6965 -1.3369
C: 0.0373 2.6038 -2.4049
C: 0.0310 2.1314 -3.7229
C: -0.1264 0.7664 -3.9853
C: 0.3574 -5.8648 -0.6598
C: 0.3542 -6.5068 -1.9137
C: 0.6817 -7.8591 -1.9958
C: 1.0099 -8.5800 -0.8434
C: 1.0510 -7.9299 0.3894
C: 0.7142 -6.5775 0.4939
C: 0.3386 -3.5556 1.0581
C: -0.6276 -3.6151 2.0840
C: -0.2701 -3.3269 3.4012
C: 1.0454 -2.9433 3.7017
C: 1.9996 -2.8610 2.6822
C: 1.6403 -3.1452 1.3622
H: 2.0032 -1.9295 -2.9169
H: 2.2351 -3.9481 -1.4240
H: 1.8358 -2.4039 -4.9519
H: 2.0228 -2.8776 -7.3660
H: -0.0214 -3.2369 -8.7502
H: -2.2609 -3.1832 -7.6560
H: -2.4741 -2.5952 -5.2401
H: -0.2238 -0.3730 -0.7667
H: -0.0235 2.0641 -0.3032
H: 0.1183 3.6751 -2.2006
H: 0.1421 2.8328 -4.5523
H: -0.1520 0.4008 -5.0109
H: 0.1048 -5.9476 -2.8189
H: 0.6681 -8.3606 -2.9597
H: 1.2279 -9.6478 -0.9016
H: 1.3318 -8.4731 1.2884
H: 0.7358 -6.0808 1.4662
H: -1.6526 -3.8967 1.8425
H: -1.0161 -3.3973 4.1966
H: 1.3214 -2.7076 4.7313
H: 3.0261 -2.5669 2.9113
H: 2.3815 -3.0544 0.5711
C: -3.8959 6.4767 2.2658
S: -2.9854 4.9192 2.5353
O: -2.1963 5.0997 3.7345
O: -4.0841 3.8914 2.6500
O: -2.1926 4.5349 1.3222
H: -4.8336 6.2829 2.8115
H: -4.0709 6.7154 1.2056
H: -3.4455 7.3682 2.7178

Forces on the atoms, in the same order (eV/Å):
-0.7 0.8 -0.1
1.8 0.5 -0.3
-2.1 -0.2 -0.1
-0.4 0.2 -0.7
0.6 0.6 0.3
0.8 -2.0 -2.2
-0.6 2.6 1.5
0.4 -0.1 0.7
-0.8 0.2 0.2
-0.4 -0.5 -0.5
0.3 -0.5 -0.1
0.5 0.1 0.6
-0.1 -0.6 -0.6
0.2 0.1 0.6
0.1 0.1 0.3
-0.1 -0.1 0.2
-0.2 0.4 0.1
0.1 0.1 -0.1
-0.4 -0.5 -0.1
-0.2 -0.2 -0.1
-0.1 -0.2 -0.1
0.1 -0.2 0.1
0.2 -0.2 0.1
0.1 -0.3 0.5
0.4 0.1 0.4
0.6 0.9 -0.3
1.2 -1.4 0.4
0.6 -1.3 1.4
0.2 1.4 -1.5
-0.5 -0.5 0.0
0.1 0.1 -0.2
-0.1 0.0 0.0
-0.2 0.1 0.4
0.1 0.1 0.0
0.3 0.2 0.1
-0.4 -0.2 0.0
0.0 0.2 -0.1
0.1 0.0 -0.3
0.0 -0.3 0.1
0.0 0.0 0.2
0.0 0.1 0.2
-0.6 0.5 -0.2
0.1 -0.2 0.2
0.0 0.1 0.0
0.0 0.2 0.0
-0.1 0.3 0.1
-0.1 -0.1 -0.1
-0.6 0.4 0.2
0.3 -0.1 -0.2
0.2 0.1 0.0
-0.1 -0.1 -0.2
-0.2 0.1 0.0
0.1 0.0 0.1
-0.2 -0.4 0.0
-0.3 0.4 0.0
-0.2 0.1 -0.3
-0.3 0.0 0.2
0.0 0.0 0.5
0.2 0.1 0.2
0.3 0.0 -0.2
-0.1 0.1 -0.2
0.0 -0.2 -0.5
0.0 -0.4 -0.1
-0.1 -0.2 0.3
0.0 0.1 0.2
0.0 -0.2 0.2
0.0 0.1 0.1
0.0 0.4 0.0
0.0 0.1 -0.2
0.0 -0.2 -0.3
0.2 0.0 0.1
0.3 0.0 -0.3
-0.1 -0.1 -0.3
-0.3 -0.1 -0.1
-0.1 -0.1 0.3
-0.2 -0.1 0.1
-0.9 0.2 -0.8
0.1 -0.3 -0.1
1.1 0.8 -0.5
-0.3 0.1 0.9
0.2 0.2 -0.5
0.0 -0.6 0.4
0.4 -0.6 0.0

Its net charge is +2. Its spin multiplicity is 1. Its strongest force on any atom is 3.148 eV Å⁻¹. The HOMO-LUMO gap (spin up / spin down) comes out at 4.469 / 3.904 eV. Its highest occupied orbital energy (spin up / spin down) is -12.8 / -12.8 eV.

For each atom in turn, the Löwdin charge in e is: atom 1 (Pb): 1.35, atom 2 (C): -0.09, atom 3 (C): -0.09, atom 4 (C): -0.16, atom 5 (C): -0.12, atom 6 (C): 0.07, atom 7 (C): 0.09, atom 8 (C): -0.13, atom 9 (C): -0.15, atom 10 (C): -0.36, atom 11 (H): 0.11, atom 12 (H): 0.12, atom 13 (H): 0.11, atom 14 (H): 0.12, atom 15 (H): 0.12, atom 16 (H): 0.13, atom 17 (H): 0.15, atom 18 (H): 0.16, atom 19 (H): 0.12, atom 20 (H): 0.14, atom 21 (H): 0.11, atom 22 (H): 0.14, atom 23 (H): -0.01, atom 24 (H): -0.03, atom 25 (H): -0.01, atom 26 (P): 1.10, atom 27 (P): 1.12, atom 28 (C): -0.33, atom 29 (C): -0.33, atom 30 (C): -0.37, atom 31 (C): -0.09, atom 32 (C): -0.06, atom 33 (C): -0.05, atom 34 (C): -0.06, atom 35 (C): -0.09, atom 36 (C): -0.36, atom 37 (C): -0.11, atom 38 (C): -0.10, atom 39 (C): -0.06, atom 40 (C): -0.05, atom 41 (C): -0.06, atom 42 (C): -0.36, atom 43 (C): -0.10, atom 44 (C): -0.06, atom 45 (C): -0.05, atom 46 (C): -0.06, atom 47 (C): -0.07, atom 48 (C): -0.39, atom 49 (C): -0.10, atom 50 (C): -0.07, atom 51 (C): -0.06, atom 52 (C): -0.07, atom 53 (C): -0.09, atom 54 (H): 0.10, atom 55 (H): 0.10, atom 56 (H): 0.09, atom 57 (H): 0.12, atom 58 (H): 0.12, atom 59 (H): 0.12, atom 60 (H): 0.11, atom 61 (H): 0.10, atom 62 (H): 0.06, atom 63 (H): 0.11, atom 64 (H): 0.12, atom 65 (H): 0.11, atom 66 (H): 0.11, atom 67 (H): 0.11, atom 68 (H): 0.12, atom 69 (H): 0.12, atom 70 (H): 0.11, atom 71 (H): 0.11, atom 72 (H): 0.12, atom 73 (H): 0.11, atom 74 (H): 0.11, atom 75 (H): 0.09, atom 76 (C): -0.11, atom 77 (S): 0.41, atom 78 (O): -0.33, atom 79 (O): -0.51, atom 80 (O): -0.53, atom 81 (H): 0.07, atom 82 (H): 0.08, atom 83 (H): 0.07

Record 2
C36H40O3P2PtS as an isolated structure. Source: the OMol25 dataset; level of theory: ωB97M-V/def2-TZVPD.

Cartesian coordinates (Å):
Pt: 0.5043 -0.5020 -0.5828
C: -1.8688 -0.0465 4.9217
C: -2.2030 0.0783 3.6278
C: -2.8779 1.2589 2.9955
C: -1.9610 2.2815 2.3124
C: -0.7444 2.6576 3.1035
C: -0.7063 2.7211 4.4414
C: -1.7822 2.4552 5.4596
C: -1.8348 1.0124 5.9703
C: 1.2418 -0.1178 1.2733
H: -1.6281 -1.0377 5.3120
H: -2.2704 -0.8427 3.0497
H: -3.4672 1.8081 3.7358
H: -3.5826 0.8390 2.2453
H: -1.6584 1.8546 1.3370
H: -2.6062 3.1709 2.1172
H: 0.0793 3.0951 2.5313
H: 0.2420 3.0154 4.9283
H: -2.7870 2.7932 5.1801
H: -1.4772 3.0506 6.3369
H: -0.9802 0.8230 6.6267
H: -2.6938 0.8944 6.6508
H: 0.4760 0.1056 2.0285
H: 1.9238 0.7277 1.1354
H: 1.7847 -0.9877 1.6408
P: -0.4689 -1.6534 -2.3656
P: 1.3201 0.7007 -2.4180
C: -1.2086 -0.1133 -2.9666
C: -0.3540 0.9525 -3.0870
C: -0.5982 -2.8256 -3.7578
C: -1.7214 -2.6565 -4.5837
C: -2.0430 -3.6042 -5.5500
C: -1.2265 -4.7338 -5.6943
C: -0.0887 -4.9040 -4.8909
C: 0.2264 -3.9589 -3.9118
C: -1.5160 -2.4061 -1.0829
C: -0.9555 -1.8797 0.0749
C: -1.4431 -2.2041 1.3273
C: -2.6875 -2.9016 1.3638
C: -3.1903 -3.4979 0.2094
C: -2.5869 -3.3098 -1.0493
C: 2.2785 0.9186 -4.0818
C: 2.0443 0.0530 -5.1746
C: 2.5048 0.3679 -6.4596
C: 3.2081 1.5570 -6.6937
C: 3.4287 2.4376 -5.6302
C: 2.9643 2.1157 -4.3490
C: 1.8059 2.2669 -1.6230
C: 3.0472 2.3270 -0.9604
C: 3.3883 3.4850 -0.2658
C: 2.4927 4.5605 -0.2279
C: 1.2605 4.4868 -0.8884
C: 0.9087 3.3309 -1.5823
H: -2.2753 -0.1218 -3.1762
H: -0.5302 1.8395 -3.7020
H: -2.3572 -1.7807 -4.4532
H: -2.9318 -3.4608 -6.1694
H: -1.4942 -5.4863 -6.4326
H: 0.5394 -5.7915 -5.0248
H: 1.0899 -4.0912 -3.2586
H: -0.1498 0.9564 -0.2044
H: -0.8919 -1.9157 2.2105
H: -3.2512 -2.9525 2.2992
H: -4.0827 -4.1160 0.2672
H: -2.9567 -3.8133 -1.9464
H: 1.4570 -0.8562 -5.0299
H: 2.3159 -0.3070 -7.2969
H: 3.5798 1.7969 -7.6917
H: 3.9551 3.3768 -5.8012
H: 3.1136 2.8563 -3.5623
H: 3.7214 1.4683 -0.9891
H: 4.3478 3.5410 0.2535
H: 2.7444 5.4566 0.3361
H: 0.5606 5.3197 -0.8651
H: -0.0600 3.2311 -2.0742
C: 2.3561 -2.3604 6.7105
S: 1.0771 -1.4424 5.8531
O: -0.1502 -1.7546 6.6130
O: 1.4902 -0.0363 5.9444
O: 1.0718 -1.9702 4.4786
H: 2.2903 -2.1223 7.7718
H: 3.3221 -2.0582 6.3168
H: 2.1864 -3.4247 6.5641

Forces on the atoms, in the same order (eV/Å):
2.0 -0.9 1.6
-0.4 -0.5 -0.5
-0.7 -0.5 1.0
-0.3 0.0 -0.2
-0.5 -0.1 -0.6
-0.4 0.9 0.7
0.8 0.2 -0.2
0.1 0.3 0.7
0.0 0.0 0.2
-0.5 -0.3 1.3
0.2 0.3 -0.3
0.2 0.4 0.2
-0.1 -0.4 -0.2
0.2 0.5 0.3
0.0 0.3 0.2
0.6 -0.3 -0.2
0.1 -0.5 0.2
-0.4 -0.2 -0.5
0.4 0.1 -0.1
-0.4 0.0 -0.2
0.1 -0.1 -0.3
0.0 0.0 -0.3
0.3 0.2 -0.2
-0.1 0.0 -0.1
0.1 -0.1 -0.1
-2.3 -0.8 0.0
1.0 1.5 -1.8
0.7 1.4 -0.4
-1.0 -1.7 -0.7
0.3 -0.3 -0.4
0.1 0.1 0.1
0.3 -0.3 0.1
0.0 0.3 0.2
-0.2 0.1 -0.1
-0.3 0.4 0.0
0.1 0.0 -0.7
0.3 -0.2 0.4
-0.8 -0.2 -0.2
1.1 0.4 -0.1
-0.1 0.1 -0.7
0.1 0.4 0.6
-0.5 -0.1 -0.4
0.0 0.2 0.2
0.1 0.1 0.2
-0.1 -0.1 0.5
-0.2 -0.5 -0.1
0.1 0.2 0.2
0.1 -0.4 0.5
-0.4 0.2 -0.2
-0.1 0.0 -0.1
-0.2 -0.1 -0.1
0.2 -0.1 0.0
0.2 0.1 0.2
0.2 0.4 -0.4
-0.4 -0.1 0.4
0.1 -0.3 -0.1
0.3 -0.1 0.2
0.2 0.1 0.1
-0.3 0.4 0.1
-0.2 0.0 -0.2
-0.5 0.0 -0.3
-0.2 0.1 0.2
0.4 -0.3 -0.2
0.1 0.1 0.0
0.1 0.2 0.3
0.2 0.1 0.0
0.0 0.1 0.4
-0.2 -0.1 0.3
-0.2 -0.2 0.1
0.0 -0.3 -0.2
-0.1 0.3 0.0
-0.4 0.0 -0.1
0.0 -0.2 -0.1
0.2 -0.1 0.1
0.3 0.2 0.2
-0.1 0.1 0.0
-0.2 0.0 0.3
0.8 0.1 -0.4
-0.2 -0.5 -0.1
-0.1 0.2 0.3
0.0 0.1 -0.1
0.1 0.0 -0.1
0.0 0.0 -0.1

Its spin multiplicity is 3. Its strongest force on any atom is 2.756 eV Å⁻¹. The HOMO-LUMO gap (spin up / spin down) comes out at 5.684 / 3.133 eV. Its highest occupied orbital energy (spin up / spin down) is -7.0 / -7.0 eV. The expectation value of S² is 2.0100.

For each atom in turn, the Löwdin charge in e is: atom 1 (Pt): 0.85, atom 2 (C): -0.09, atom 3 (C): -0.11, atom 4 (C): -0.21, atom 5 (C): -0.21, atom 6 (C): -0.13, atom 7 (C): -0.09, atom 8 (C): -0.20, atom 9 (C): -0.18, atom 10 (C): -0.23, atom 11 (H): 0.08, atom 12 (H): 0.05, atom 13 (H): 0.09, atom 14 (H): 0.11, atom 15 (H): 0.07, atom 16 (H): 0.12, atom 17 (H): 0.09, atom 18 (H): 0.11, atom 19 (H): 0.10, atom 20 (H): 0.11, atom 21 (H): 0.10, atom 22 (H): 0.12, atom 23 (H): 0.01, atom 24 (H): 0.01, atom 25 (H): 0.02, atom 26 (P): 0.89, atom 27 (P): 0.87, atom 28 (C): -0.29, atom 29 (C): -0.30, atom 30 (C): -0.34, atom 31 (C): -0.10, atom 32 (C): -0.07, atom 33 (C): -0.07, atom 34 (C): -0.07, atom 35 (C): -0.07, atom 36 (C): -0.38, atom 37 (C): -0.29, atom 38 (C): -0.06, atom 39 (C): -0.04, atom 40 (C): -0.08, atom 41 (C): -0.06, atom 42 (C): -0.28, atom 43 (C): -0.09, atom 44 (C): -0.08, atom 45 (C): -0.08, atom 46 (C): -0.07, atom 47 (C): -0.09, atom 48 (C): -0.44, atom 49 (C): -0.11, atom 50 (C): -0.06, atom 51 (C): -0.06, atom 52 (C): -0.06, atom 53 (C): -0.09, atom 54 (H): 0.08, atom 55 (H): 0.09, atom 56 (H): 0.09, atom 57 (H): 0.11, atom 58 (H): 0.11, atom 59 (H): 0.11, atom 60 (H): 0.11, atom 61 (H): 0.03, atom 62 (H): 0.09, atom 63 (H): 0.12, atom 64 (H): 0.11, atom 65 (H): 0.11, atom 66 (H): 0.09, atom 67 (H): 0.11, atom 68 (H): 0.11, atom 69 (H): 0.11, atom 70 (H): 0.10, atom 71 (H): 0.12, atom 72 (H): 0.12, atom 73 (H): 0.11, atom 74 (H): 0.11, atom 75 (H): 0.10, atom 76 (C): -0.18, atom 77 (S): 0.36, atom 78 (O): -0.41, atom 79 (O): -0.39, atom 80 (O): -0.41, atom 81 (H): 0.05, atom 82 (H): 0.05, atom 83 (H): 0.05